DFT (ωB97M-V/def2-TZVPD) results for a structure of composition C3H11NO4 in a non-equilibrium geometry.

Positions of all 19 atoms, in Å:
C  -1.605  -0.420  -0.107
N  -0.797  0.207  -1.094
C  0.175  1.205  -0.491
O  -0.418  2.314  -0.249
O  0.648  0.513  0.723
C  -2.267  0.468  1.026
H  -2.323  -1.050  -0.611
H  -0.967  -1.008  0.602
H  -1.332  0.726  -1.796
H  1.079  1.342  -1.111
H  -2.653  1.360  0.530
H  -1.464  0.780  1.686
H  -3.060  -0.092  1.535
H  1.443  0.066  0.379
H  2.348  -1.381  -0.193
O  2.851  -1.292  0.880
H  2.844  -0.855  -1.565
H  3.562  -1.893  1.106
O  1.937  -0.990  -1.250

Atoms 1-6, force components in eV/Å:
C 0.27 -0.68 1.76
N -0.53 1.31 0.52
C 2.46 -0.34 3.65
O -0.99 -1.02 -0.89
O -0.40 1.53 -2.14
C -0.23 0.17 -1.13

Summary:
E_tot (Eh): -476.3316
2S+1: 1
ΔE to the lowest compared entry with this formula, charge and spin (eV): 9.416
E_HOMO (eV): -9.1
Frontier orbital gap (eV): 4.10
Total charge: 0